Entry 1:
A single C2H6IOPS molecule at a distorted geometry. Source: the Open Molecules 2025 dataset; level of theory: ωB97M-V with the def2-TZVPD basis set.

Values from the calculation:
Electronic energy: -32441.408 eV
E_LUMO: -0.045 hartree
E_HOMO: -0.32270 hartree
ΔE to the lowest compared entry with this formula, charge and spin: 59.8 kJ/mol

Geometry as ORCA input:
```
! wB97M-V def2-TZVPD RIJCOSX def2/J DEFGRID3
* xyz 0 1
I -2.472 2.838 -1.495
S -2.656 0.645 -2.247
P -1.004 0.292 0.359
O -1.693 -0.439 -0.851
C 1.576 -0.465 0.949
C 0.633 -0.247 -0.187
H 2.643 -0.458 0.671
H 1.280 -1.326 1.534
H 1.573 0.540 1.534
H 0.273 -1.095 -0.707
H 0.973 0.463 -0.906
H -1.126 -0.748 1.346
*
```

---

Entry 2:
A molecular structure, C2H6InO2 at a distorted geometry. Source: the Open Molecules 2025 dataset; level of theory: ωB97M-V with the def2-TZVPD basis set.

Values from the calculation:
Electronic energy: -11372.960 eV
E_LUMO (spin up / spin down): -0.955 / -0.910 hartree
E_HOMO (spin up / spin down): -1.21666 / -1.20559 hartree
ΔE to the lowest compared entry with this formula, charge and spin: 0.0 kJ/mol

Geometry as ORCA input:
```
! wB97M-V def2-TZVPD RIJCOSX def2/J DEFGRID3
* xyz 4 2
In 8.779 -9.602 -30.655
O 10.460 -11.743 -31.863
O 8.524 -12.649 -29.987
C 9.832 -12.992 -32.099
C 9.357 -13.597 -30.774
H 10.181 -14.052 -30.223
H 8.982 -12.800 -32.754
H 7.792 -13.108 -29.569
H 11.100 -11.631 -32.570
H 10.461 -13.716 -32.617
H 8.618 -14.363 -31.008
*
```

---

Entry 3:
A gas-phase ion, C2H6N (charge +1). Source: the Open Molecules 2025 dataset; level of theory: ωB97M-V with the def2-TZVPD basis set.

Values from the calculation:
Electronic energy: -3653.626 eV
E_LUMO: -0.207 hartree
E_HOMO: -0.67419 hartree
ΔE to the lowest compared entry with this formula, charge and spin: 8.7 kJ/mol

Geometry as ORCA input:
```
! wB97M-V def2-TZVPD RIJCOSX def2/J DEFGRID3
* xyz 1 1
N 0.312 -0.407 0.055
C -0.092 0.552 -0.968
C -0.175 -0.551 1.219
H 1.177 -0.914 -0.132
H -0.413 1.460 -0.460
H -0.895 0.193 -1.606
H -1.082 -0.043 1.519
H 0.774 0.839 -1.558
H 0.393 -1.130 1.932
*
```

---

Entry 4:
A molecular structure, C2H6N2 at a distorted geometry. Source: the Open Molecules 2025 dataset; level of theory: ωB97M-V with the def2-TZVPD basis set.

Values from the calculation:
Electronic energy: -5147.981 eV
E_LUMO: 0.038 hartree
E_HOMO: -0.36435 hartree
ΔE to the lowest compared entry with this formula, charge and spin: 380.0 kJ/mol

Geometry as ORCA input:
```
! wB97M-V def2-TZVPD RIJCOSX def2/J DEFGRID3
* xyz 0 1
N 1.411 -0.721 0.011
N 0.000 0.076 -0.747
C 1.025 0.692 0.011
C -1.114 -0.444 -0.005
H -2.059 0.086 -0.434
H 2.185 -0.872 -0.651
H 1.603 1.160 -0.755
H 0.724 0.973 1.031
H -1.150 -1.550 -0.140
H -1.087 -0.166 1.124
*
```

---

Entry 5:
A single C2H6N2 molecule at a distorted geometry. Source: the Open Molecules 2025 dataset; level of theory: ωB97M-V with the def2-TZVPD basis set.

Values from the calculation:
Electronic energy: -5150.151 eV
E_LUMO: 0.038 hartree
E_HOMO: -0.31882 hartree
ΔE to the lowest compared entry with this formula, charge and spin: 170.7 kJ/mol

Geometry as ORCA input:
```
! wB97M-V def2-TZVPD RIJCOSX def2/J DEFGRID3
* xyz 0 1
N 0.278 -0.446 0.310
N 0.570 -0.788 -1.795
C 0.531 0.151 -0.883
C -0.587 0.299 1.308
H -0.207 1.343 1.412
H -1.576 0.480 0.741
H -0.678 -0.443 2.165
H 0.873 -0.395 -2.719
H -0.009 -1.382 0.373
H 0.804 1.182 -0.912
*
```

---

Entry 6:
2 unconnected molecules or ions with the total composition C2H6N2 at a distorted geometry. Source: the Open Molecules 2025 dataset; level of theory: ωB97M-V with the def2-TZVPD basis set.

Values from the calculation:
Electronic energy: -5148.878 eV
E_LUMO: 0.043 hartree
E_HOMO: -0.36812 hartree
ΔE to the lowest compared entry with this formula, charge and spin: 293.5 kJ/mol

Geometry as ORCA input:
```
! wB97M-V def2-TZVPD RIJCOSX def2/J DEFGRID3
* xyz 0 1
N 2.199 -6.088 -0.773
N -3.237 5.418 1.662
C -2.090 5.538 1.170
C 2.621 -5.224 -1.638
H -1.733 6.529 0.801
H 3.441 -5.451 -2.280
H -1.162 4.846 1.265
H 1.347 -5.692 -0.369
H 2.070 -4.285 -1.496
H -3.457 4.411 1.659
*
```

---

Entry 7:
A molecular structure, C2H6N2O at a distorted geometry. Source: the Open Molecules 2025 dataset; level of theory: ωB97M-V with the def2-TZVPD basis set.

Values from the calculation:
Electronic energy: -7196.879 eV
E_LUMO: 0.024 hartree
E_HOMO: -0.34374 hartree
ΔE to the lowest compared entry with this formula, charge and spin: 280.6 kJ/mol

Geometry as ORCA input:
```
! wB97M-V def2-TZVPD RIJCOSX def2/J DEFGRID3
* xyz 0 1
O -1.074 0.722 0.013
N -0.106 0.297 2.021
N 0.687 -0.569 -0.061
C -0.183 0.148 0.647
C -0.020 -0.014 -1.759
H 0.275 -0.472 2.546
H 0.550 0.893 -1.934
H 1.565 -0.887 0.398
H -0.981 0.639 2.396
H -1.080 0.147 -2.061
H 0.367 -0.903 -2.205
*
```

---

Entry 8:
2 unconnected molecules or ions with the total composition C2H6N2O. Source: the Open Molecules 2025 dataset; level of theory: ωB97M-V with the def2-TZVPD basis set.

Values from the calculation:
Electronic energy: -7197.793 eV
E_LUMO: 0.037 hartree
E_HOMO: -0.34493 hartree
ΔE to the lowest compared entry with this formula, charge and spin: 192.5 kJ/mol

Geometry as ORCA input:
```
! wB97M-V def2-TZVPD RIJCOSX def2/J DEFGRID3
* xyz 0 1
O 5.888 -2.815 -2.576
N -3.255 0.791 -0.365
N -3.033 1.345 1.859
C -3.585 1.521 0.631
C 5.954 -2.302 -1.498
H 6.275 -2.896 -0.637
H 5.829 -1.226 -1.404
H -4.342 2.286 0.574
H -3.521 1.644 2.676
H -3.704 1.167 -1.187
H -2.504 0.487 1.927
*
```

---

Entry 9:
A single C2H6N2O molecule at a distorted geometry. Source: the Open Molecules 2025 dataset; level of theory: ωB97M-V with the def2-TZVPD basis set.

Values from the calculation:
Electronic energy: -7196.399 eV
E_LUMO: 0.036 hartree
E_HOMO: -0.33149 hartree
ΔE to the lowest compared entry with this formula, charge and spin: 326.9 kJ/mol

Geometry as ORCA input:
```
! wB97M-V def2-TZVPD RIJCOSX def2/J DEFGRID3
* xyz 0 1
O -0.936 0.482 -0.671
N 1.460 -0.851 -0.276
N 0.092 1.035 0.030
C 1.327 0.373 -0.022
C -1.521 -0.587 0.099
H 2.239 0.963 0.319
H 2.453 -0.999 -0.398
H 0.051 2.059 0.066
H -2.346 -0.925 -0.472
H -0.808 -1.355 0.337
H -2.010 -0.195 0.986
*
```

---

Entry 10:
A single C2H6N2O molecule at a distorted geometry. Source: the Open Molecules 2025 dataset; level of theory: ωB97M-V with the def2-TZVPD basis set.

Values from the calculation:
Electronic energy: -7196.725 eV
E_LUMO: 0.031 hartree
E_HOMO: -0.33264 hartree
ΔE to the lowest compared entry with this formula, charge and spin: 295.5 kJ/mol

Geometry as ORCA input:
```
! wB97M-V def2-TZVPD RIJCOSX def2/J DEFGRID3
* xyz 0 1
O -1.841 0.280 -0.294
N -0.618 0.800 0.135
N 0.060 -1.380 -0.147
C 0.402 -0.163 0.058
C 1.878 0.329 0.251
H 2.656 -0.351 0.015
H 0.889 -1.928 -0.267
H -1.814 -0.551 0.224
H -0.333 1.661 -0.338
H 1.825 1.284 -0.339
H 1.733 0.704 1.288
*
```

---

- Which formula does entry 9 have?
  C2H6N2O